90
Properties=species:S:1:pos:R:3:forces:R:3:lowdin_charge:R:1 method="wB97M-V/def2-TZVPD" charge=-2 molar_mass_g_mol=763.90 e_tot_ha=-2716.5989 lumo_energy_ev="4.582 / 4.541" fmax_ev_per_a=3.938 s_squared=6.0295 spin_multiplicity=5 gap_ev="2.502 / 5.050"
P 0.420483 -1.295463 -1.942647 0.91 -0.48 -0.72 0.83
C 0.762745 -3.120139 -1.647227 -0.25 0.30 -0.33 -0.45
C 0.864735 -3.968048 -2.917878 0.06 -0.22 0.20 -0.21
C 0.924410 -5.457899 -2.554142 0.05 0.06 0.03 -0.21
C 2.066039 -5.769179 -1.575675 0.02 0.11 0.02 -0.22
C 2.051177 -4.851313 -0.344352 -0.19 0.18 -0.11 -0.20
C 1.963709 -3.365454 -0.728456 0.07 -0.09 0.05 -0.21
C 1.755043 -0.632831 -3.090841 -0.70 -0.29 -0.29 -0.45
C 1.670835 -1.037819 -4.567546 0.29 0.10 0.01 -0.21
C 2.693146 -0.238305 -5.387938 -0.02 0.02 0.07 -0.21
C 4.114842 -0.324622 -4.815743 0.02 -0.02 0.16 -0.22
C 4.171895 -0.023350 -3.308328 -0.12 -0.03 -0.05 -0.20
C 3.159491 -0.879683 -2.541606 0.05 0.16 0.13 -0.20
C -1.093261 -1.361861 -3.035123 0.50 -0.42 -0.23 -0.46
C -2.255296 -2.138341 -2.407200 -0.11 0.04 0.04 -0.23
C -3.410864 -2.260104 -3.410400 0.26 0.08 0.00 -0.21
C -3.859881 -0.904095 -3.966461 -0.01 0.08 0.09 -0.22
C -2.683250 -0.053173 -4.462300 0.14 -0.11 0.15 -0.21
C -1.551107 0.043445 -3.430252 -0.05 0.02 -0.11 -0.24
H -0.130004 -3.432553 -1.080344 0.20 0.07 -0.14 0.04
H 1.776323 -3.690458 -3.466854 -0.11 -0.13 0.10 0.10
H 0.016691 -3.788790 -3.594025 0.16 -0.03 0.14 0.10
H 1.040221 -6.050197 -3.469317 -0.02 -0.10 0.06 0.09
H -0.031366 -5.751109 -2.094833 0.10 0.07 -0.06 0.11
H 2.007303 -6.817696 -1.257677 0.04 0.04 -0.06 0.09
H 3.027063 -5.650041 -2.096999 -0.09 0.03 0.02 0.11
H 1.184478 -5.098825 0.286430 0.10 0.02 -0.08 0.11
H 2.950892 -5.014524 0.259991 -0.08 -0.06 -0.02 0.10
H 1.882427 -2.742143 0.173027 -0.03 -0.05 -0.23 0.08
H 2.889861 -3.073275 -1.240986 -0.17 -0.13 0.21 0.09
H 1.564208 0.454252 -3.035261 0.06 -0.34 0.04 0.02
H 2.378932 0.816024 -5.410061 0.02 -0.15 0.04 0.11
H 0.666879 -0.858889 -4.974729 0.19 -0.02 0.06 0.09
H 1.872287 -2.114268 -4.669846 0.00 0.21 -0.10 0.09
H 2.684263 -0.600096 -6.422198 0.06 0.10 -0.07 0.09
H 4.774801 0.365357 -5.356168 -0.03 -0.08 -0.02 0.09
H 4.506624 -1.338127 -4.986075 -0.04 0.05 0.01 0.10
H 5.179821 -0.207270 -2.914767 -0.10 0.08 -0.10 0.10
H 3.944949 1.039448 -3.128786 0.02 -0.22 0.00 0.12
H 3.205348 -0.650923 -1.463164 -0.03 -0.09 -0.41 0.10
H 3.417145 -1.941942 -2.668075 0.06 0.18 -0.07 0.10
H -0.784763 -1.898854 -3.948714 -0.22 0.07 -0.04 0.09
H -1.944120 -3.147451 -2.099380 -0.04 0.25 -0.07 0.09
H -2.573063 -1.627201 -1.485856 0.04 -0.08 -0.23 0.08
H -3.067439 -2.885144 -4.248451 -0.07 0.01 0.04 0.10
H -4.251190 -2.781789 -2.939454 -0.02 0.04 -0.09 0.10
H -4.406978 -0.354595 -3.188035 0.13 -0.04 -0.04 0.11
H -4.559233 -1.068140 -4.793797 -0.09 0.04 0.04 0.09
H -3.019374 0.953891 -4.733552 -0.07 -0.09 -0.02 0.10
H -2.275220 -0.517151 -5.372605 -0.05 0.06 0.01 0.10
H -0.720411 0.633468 -3.846781 -0.19 -0.15 0.16 0.09
H -1.874441 0.580363 -2.525175 0.03 -0.14 -0.23 0.07
Os 0.023260 0.025447 -0.150525 -0.83 -0.07 -1.56 0.76
Cl 0.519315 1.969800 -1.505807 0.15 0.34 -0.05 0.03
Cl -1.089517 -1.909077 0.777843 -0.19 -0.33 0.28 0.04
C 1.477768 -0.198951 1.050345 3.48 0.14 1.85 -0.40
H 1.241845 -0.783020 1.955525 0.17 -0.11 -0.14 0.00
C 5.654130 0.696639 0.656375 0.77 0.08 -0.12 -0.19
C 5.246407 -0.482194 1.295901 -0.49 -0.22 0.13 -0.16
C 3.897498 -0.786261 1.425022 0.64 0.33 0.08 -0.11
C 2.907929 0.108829 0.921594 -2.14 -0.81 0.64 -0.38
C 3.336043 1.287578 0.278111 1.01 0.69 -0.56 -0.13
C 4.694620 1.569243 0.131632 -0.82 -0.20 0.15 -0.15
H 6.718153 0.932412 0.567807 -0.25 -0.10 -0.01 0.06
H 5.994522 -1.169939 1.694716 -0.09 0.11 -0.06 0.07
H 3.569096 -1.698990 1.922865 0.10 0.13 -0.10 0.09
H 2.582253 1.975370 -0.104664 0.26 -0.22 0.10 0.02
H 5.008163 2.474767 -0.389316 -0.06 -0.09 0.13 0.08
C -2.979940 2.814744 1.394575 -0.19 0.25 0.30 -0.09
C -2.210162 1.496542 1.570347 0.49 0.34 -0.32 -0.61
C -3.231134 0.427887 1.959813 -0.10 -0.26 0.26 -0.12
C -1.545309 1.139717 0.262199 -1.96 1.25 0.73 -0.41
C -1.134893 1.717314 2.659584 -0.91 -0.36 -0.10 -0.19
C -0.235622 2.759024 2.465076 0.62 0.41 0.34 -0.05
C 0.679447 3.115760 3.458398 -0.42 -0.41 -0.01 -0.08
C 0.718047 2.379537 4.650337 0.01 0.10 0.02 -0.13
C -0.159151 1.311170 4.837726 -0.09 0.02 -0.23 -0.11
C -1.090947 0.976893 3.845201 0.33 0.38 0.07 -0.04
H -3.745456 2.698651 0.622376 0.07 -0.04 -0.04 0.07
H -2.315672 3.631161 1.105187 -0.06 -0.06 -0.06 0.07
H -3.483094 3.103288 2.326285 -0.02 0.03 0.01 0.07
H -4.008528 0.351408 1.185165 0.20 0.10 0.16 0.08
H -2.760612 -0.559861 2.044851 -0.16 0.32 0.06 0.00
H -3.699632 0.722605 2.912373 -0.14 -0.21 -0.06 0.07
H -2.056496 1.588707 -0.614376 -0.18 -0.20 0.36 0.00
H -0.244592 3.302880 1.517177 0.02 -0.24 0.25 0.11
H 1.338704 3.969746 3.305358 -0.01 -0.28 0.02 0.09
H 1.436315 2.644470 5.431238 -0.20 -0.10 -0.22 0.08
H -0.143644 0.730863 5.763301 0.11 0.16 -0.22 0.09
H -1.775737 0.144022 4.010147 0.21 0.25 -0.11 0.10